Record 1
A molecular structure, C11H36N12O13Zn2 in a non-equilibrium geometry, computed with ωB97M-V/def2-TZVPD.

XYZ file:
```
74
Properties=species:S:1:pos:R:3:forces:R:3
Zn 22.51607 -29.38384 -21.34707 0.9 0.2 1.8
Zn 22.45093 -27.35937 -16.06849 2.0 0.2 -1.0
C 22.25640 -28.02093 -18.40951 0.0 1.0 -1.1
O 22.77684 -26.91638 -18.05426 1.0 1.7 -0.5
O 21.67492 -28.60309 -17.44661 -1.6 -2.0 2.2
O 22.24905 -28.47062 -19.57835 0.1 -0.3 -0.4
C 23.73355 -26.70516 -22.64034 0.2 1.5 1.1
O 23.08173 -27.66982 -22.20659 -0.4 -0.7 -1.1
N 23.23468 -25.46283 -22.68811 -1.0 -0.3 0.2
N 25.06271 -26.70877 -22.90400 0.2 -1.3 0.1
H 22.24141 -25.32782 -22.55558 0.0 0.2 0.1
H 23.83282 -24.68218 -22.88513 -0.3 0.1 -0.4
H 25.53677 -25.82425 -22.91265 0.2 -0.1 -0.6
H 25.41620 -27.51272 -23.39831 0.4 0.2 0.2
C 24.86020 -29.51136 -16.28390 -0.5 -0.6 0.6
O 24.16892 -28.52343 -15.98929 -0.1 0.2 0.8
N 25.37428 -29.66323 -17.49473 0.3 0.6 -2.1
N 25.17615 -30.52680 -15.45631 -0.1 -0.3 0.3
H 25.22732 -28.94290 -18.18893 -0.1 0.1 0.2
H 25.77331 -30.51311 -17.85141 0.1 -0.1 0.3
H 24.78620 -30.67521 -14.54110 -0.1 0.4 -0.1
H 25.61547 -31.32194 -15.88509 0.1 -0.1 0.3
C 17.97579 -28.24680 -18.00864 -1.8 -0.8 -2.6
O 16.80129 -28.44173 -18.27404 0.1 -0.1 0.8
N 18.99223 -28.76340 -18.73327 1.0 -0.2 -0.3
N 18.46552 -27.40058 -17.12593 0.1 1.7 2.7
H 18.81255 -29.50308 -19.38708 0.1 0.0 0.2
H 19.86414 -28.61362 -18.24535 0.3 -1.1 -0.9
H 17.82577 -26.97743 -16.47396 0.2 0.2 -0.1
H 19.45754 -27.23358 -17.08748 -0.4 0.2 0.2
C 21.09874 -31.74639 -19.91219 -1.4 -0.1 -0.1
O 21.85774 -31.19045 -20.73484 0.2 0.5 -1.0
N 20.28945 -32.78176 -20.22183 1.3 0.8 0.0
N 20.92291 -31.30138 -18.66683 1.4 0.6 0.1
H 20.07510 -32.90463 -21.19772 -0.4 -0.5 0.2
H 19.73730 -33.02181 -19.41993 -0.8 -0.8 -0.8
H 20.46847 -31.87010 -17.97458 0.0 0.2 0.2
H 21.58215 -30.58362 -18.39317 -0.3 0.1 0.5
C 25.65261 -29.97996 -20.93061 0.5 0.2 -0.6
O 24.41379 -30.01195 -20.82459 0.1 0.2 0.2
N 26.38506 -31.10593 -20.90120 -0.3 -0.5 0.2
N 26.41171 -28.87582 -21.07872 -0.5 0.5 -0.2
H 27.30413 -31.08503 -21.30723 0.1 -0.4 0.2
H 25.89312 -31.96881 -20.73662 0.2 -0.1 -0.4
H 27.38639 -28.95438 -21.31166 0.0 0.0 0.3
H 26.01018 -27.95180 -21.04575 -0.2 0.0 0.1
C 24.32115 -24.80310 -15.84515 -0.7 0.2 -0.2
O 23.63589 -25.77420 -15.47972 -0.7 -1.0 0.5
N 25.65959 -24.79153 -15.78495 -0.5 -0.2 0.0
N 23.74289 -23.68536 -16.32262 0.7 -0.2 0.0
H 26.12569 -23.91422 -15.93866 0.5 -0.3 0.2
H 26.10642 -25.61197 -15.41158 0.3 0.3 0.1
H 24.39137 -23.03859 -16.73876 -0.7 0.5 -0.2
H 22.75618 -23.69320 -16.51120 0.1 0.2 -0.1
C 27.10600 -25.25856 -19.73354 -0.7 1.4 1.3
C 25.59288 -25.20646 -19.35057 0.9 -2.2 -1.0
O 25.28543 -26.60846 -19.08255 -0.1 0.8 0.6
O 27.89280 -25.56255 -18.58337 -0.5 -0.3 0.0
H 27.46534 -24.25433 -19.96024 -0.2 -0.1 -0.8
H 27.29927 -25.97533 -20.53247 -0.1 0.1 -0.2
H 24.88173 -25.00517 -20.15472 0.5 1.0 -0.3
H 25.40577 -24.57737 -18.48199 0.1 0.0 0.0
H 24.35466 -26.56470 -18.78536 -0.1 -0.7 0.2
H 27.36103 -26.12588 -18.00926 0.1 -0.2 -0.1
C 20.19681 -24.77108 -19.50221 -0.2 -0.3 0.3
C 20.46067 -25.81198 -20.58271 -1.1 0.5 0.2
O 19.80301 -25.38679 -21.78395 0.7 0.1 0.3
O 18.81148 -24.79668 -19.15092 0.2 -0.1 -0.4
H 20.44684 -23.78428 -19.89749 0.3 0.0 0.1
H 20.78760 -25.00451 -18.61118 0.3 0.1 0.0
H 20.00277 -26.76417 -20.30572 0.3 -0.2 0.4
H 21.53657 -25.91282 -20.71961 -0.1 -0.1 -0.1
H 18.98608 -25.00166 -21.44005 -0.2 0.0 -0.4
H 18.54773 -23.92519 -18.84293 -0.1 0.0 0.0
```
Forces are in eV/Å.

Results
Total charge: +2
E_tot: -5634.41448 hartree
ΔE to the lowest compared entry with this formula, charge and spin: 170.27 kJ/mol
E_LUMO: -5.88 eV
HOMO level: -0.486 Ha
Orbital gap: 0.2700 hartree

Record 2
9 unconnected molecules or ions with the total composition C11H37F3N14O10 in a non-equilibrium geometry, computed with ωB97M-V/def2-TZVPD.

XYZ file:
```
75
Properties=species:S:1:pos:R:3:forces:R:3
O 15.20553 -31.30546 -0.49114 0.8 -0.1 -1.9
H 15.16875 -30.42360 -0.11355 0.7 1.3 1.7
H 14.85045 -32.02766 0.03224 -1.3 -0.8 1.8
H 14.66550 -31.23584 -1.28179 -0.7 -0.2 -1.1
C 12.10803 -32.87722 1.46400 2.5 1.1 -2.3
O 12.15038 -33.26308 2.80172 -0.7 -0.8 1.1
O 13.44727 -32.88189 0.90578 -2.8 -0.7 0.9
C 11.00449 -33.76026 0.65165 1.7 1.7 0.7
F 11.15672 -35.02172 0.98816 -0.4 -0.8 -0.4
F 9.73703 -33.35715 0.97268 0.5 -0.4 -0.1
F 11.10237 -33.61771 -0.71127 0.0 -0.3 0.9
C 11.17121 -32.75518 3.76600 1.2 -0.6 0.5
C 11.07951 -33.80207 4.91114 -0.4 -1.0 -2.4
H 10.56578 -33.46958 5.81316 0.4 -0.1 -0.1
H 10.56353 -34.62553 4.41740 -1.3 0.0 0.3
H 11.96400 -34.43637 4.96983 0.9 1.0 1.0
H 10.18518 -32.60895 3.32502 0.2 0.2 -0.1
H 11.59685 -31.84783 4.19454 -0.3 0.4 -0.3
H 11.76426 -31.84414 1.41235 -0.6 0.3 0.0
C 14.73502 -26.46381 -2.19832 1.6 -0.7 0.3
O 13.84614 -25.67985 -2.25845 -2.3 2.2 -1.0
N 15.89122 -26.47480 -2.86829 1.9 1.7 -2.5
N 14.78220 -27.47507 -1.37159 -1.1 -2.5 3.2
H 16.54449 -27.24166 -2.79567 -0.4 0.0 -0.2
H 15.96719 -25.83775 -3.64835 0.2 -0.2 0.2
H 13.97724 -27.61506 -0.77784 0.4 0.0 0.2
H 15.68727 -27.80226 -1.06514 -0.6 -0.5 0.1
C 12.07639 -31.33299 -3.28290 7.7 -1.2 -2.6
O 13.22906 -31.37120 -2.83862 0.2 -0.5 1.8
N 11.84195 -31.61971 -4.50256 1.2 -2.9 -8.8
N 11.01226 -31.03043 -2.82249 -7.5 3.7 8.4
H 11.28295 -31.04541 -5.11722 0.0 -0.2 0.3
H 12.55069 -32.16743 -4.96923 0.0 0.5 -0.3
H 11.17359 -30.85429 -1.84114 -1.7 0.7 0.5
H 10.16301 -30.96368 -3.36511 0.1 -0.2 0.9
C 16.42171 -30.27799 -3.57254 -0.7 2.8 0.7
O 16.17393 -29.54709 -2.63214 -0.4 -0.5 2.1
N 17.54370 -30.20657 -4.20220 5.3 0.0 -2.4
N 15.55181 -30.93130 -4.28035 -3.6 -2.7 -1.5
H 17.55171 -30.45711 -5.18060 0.5 -0.1 0.4
H 18.39146 -29.83718 -3.79607 -0.5 0.1 -0.1
H 15.77917 -31.37378 -5.15934 0.2 0.0 0.5
H 14.69291 -31.23301 -3.84289 -0.4 0.3 0.0
C 14.97693 -31.50193 4.69617 0.9 1.3 -1.5
O 15.62367 -30.71870 5.39578 0.0 -0.1 -0.4
N 14.16803 -32.40701 5.20667 -1.0 -1.3 1.9
N 14.97258 -31.54784 3.33666 0.7 0.8 -0.7
H 13.60141 -33.02216 4.64043 0.1 0.1 0.3
H 14.15503 -32.34072 6.21441 -0.5 -0.6 -0.2
H 15.42084 -30.82432 2.79289 0.0 -0.2 0.4
H 14.42296 -32.19774 2.79292 -0.2 -0.2 0.0
C 17.96063 -32.86462 1.64147 -0.8 4.0 -0.2
O 17.50496 -31.78526 1.16159 0.4 -1.8 0.7
N 18.69100 -32.87537 2.75047 1.4 0.7 2.5
N 17.81914 -34.04323 1.15060 -0.6 -2.6 -2.0
H 19.11640 -33.74217 3.04677 -0.2 0.4 0.3
H 18.49874 -32.17173 3.44906 0.2 -0.2 -0.1
H 18.18835 -34.82887 1.66688 -0.4 0.0 -0.6
H 17.38194 -34.10111 0.24197 -0.1 -0.5 -0.3
C 15.55477 -34.18316 -2.09111 -0.4 -0.6 2.3
O 16.61845 -34.05585 -1.53581 1.7 0.6 0.7
N 15.37741 -34.54669 -3.32759 1.3 -0.7 -6.1
N 14.35578 -34.21812 -1.54310 -1.6 0.6 1.3
H 16.16645 -34.46149 -3.95230 0.1 -0.1 0.1
H 14.51074 -34.29562 -3.78140 0.3 -0.2 0.0
H 13.66141 -34.27366 -2.27444 -0.7 0.2 1.4
H 14.17281 -33.83832 -0.62529 -0.8 0.0 0.5
C 16.42691 -28.61420 1.78841 1.3 -1.6 -0.1
O 15.67495 -29.08148 0.94271 -1.1 -1.6 -1.0
N 16.31842 -27.38047 2.09912 -1.0 4.9 0.8
N 17.41429 -29.24072 2.41213 0.8 -1.9 0.2
H 15.54456 -26.92658 1.63518 0.4 0.5 0.3
H 16.97525 -26.90037 2.69760 -0.5 0.0 -0.2
H 17.47152 -30.22058 2.17402 0.6 -0.5 -0.2
H 18.07864 -28.84758 3.06344 -0.6 0.1 -0.2
```
Forces are in eV/Å.

Results
E_tot: -2260.01419 hartree
ΔE to the lowest compared entry with this formula, charge and spin: 444.94 kJ/mol
E_LUMO: -0.02 eV
HOMO level: -0.297 Ha
Orbital gap: 0.2965 hartree

Record 3
A molecular structure, C11H38Ca2O21P2S2 in a non-equilibrium geometry, computed with ωB97M-V/def2-TZVPD.

XYZ file:
```
76
Properties=species:S:1:pos:R:3:forces:R:3
Ca 1.42164 2.60348 -0.71087 -0.2 -0.8 1.8
Ca 1.37829 1.65953 5.96656 0.2 0.3 -1.7
S 3.16949 5.28825 3.30275 -1.6 1.6 -0.1
O 3.71782 4.43852 4.33264 2.9 -2.9 2.9
O 1.77717 4.94879 3.48411 -4.1 -0.2 -0.1
O 3.45552 6.67033 3.61173 0.5 0.7 -0.3
O 3.53132 4.89602 1.95853 1.2 -0.7 -2.4
S 0.10178 -0.92783 1.97405 -3.7 -4.3 0.1
O -0.35674 -0.95242 3.35752 -2.8 -0.4 3.0
O 0.22323 -2.31865 1.51327 0.3 0.6 -0.4
O -0.68810 -0.12442 1.05545 -3.1 1.2 -2.5
O 1.21240 -0.14094 2.11980 10.1 4.8 -0.3
C -3.51605 -1.17667 9.00297 0.5 -0.1 0.0
O -2.14717 -1.14773 8.61147 0.5 0.5 -0.3
H -3.48704 -0.57119 9.90888 -0.5 -0.4 0.2
H -4.23184 -0.73034 8.31265 0.3 0.2 -0.3
H -3.81033 -2.21623 9.14726 -0.2 0.1 0.5
H -1.98443 -1.44215 7.71234 -0.5 -0.2 -0.1
C -1.90625 -8.57304 1.93862 -0.1 0.2 -1.7
O -0.94317 -7.82472 2.60226 0.8 0.1 1.6
H -1.44479 -8.82597 0.98407 -0.5 -0.3 -0.5
H -2.18992 -9.52806 2.38085 0.2 0.4 0.7
H -2.78032 -7.94578 1.76353 -0.4 -0.4 -0.1
H -0.91942 -6.93705 2.23745 0.0 0.0 0.0
C -1.08116 0.40527 -6.09434 0.2 -2.1 0.9
O -0.63738 0.50687 -4.73127 0.6 1.3 0.0
H -0.94438 1.32308 -6.66620 -0.4 0.1 0.6
H -0.49754 -0.37805 -6.57797 0.3 0.1 -0.3
H -2.07006 -0.05026 -6.04278 -0.5 0.8 -0.6
H -0.82709 -0.27800 -4.21205 -0.2 -0.2 -0.4
C -4.62614 -3.66287 3.00184 -0.4 0.1 -1.4
O -5.03948 -2.30725 2.84375 0.4 0.2 1.0
H -5.51948 -4.25297 3.20635 0.3 -0.1 0.3
H -4.25496 -3.89569 2.00379 0.2 -0.9 0.1
H -3.80804 -3.79881 3.70918 -0.3 0.0 0.3
H -4.20528 -1.85630 2.99327 -0.1 0.8 -0.2
C 1.44614 -5.33177 -3.22723 -1.4 0.3 0.6
O 0.06744 -5.25512 -2.77388 0.6 0.1 -0.3
H 1.85398 -6.19587 -2.70273 0.7 0.0 -0.5
H 1.44281 -5.40099 -4.31502 0.1 -0.3 0.2
H 1.90409 -4.39379 -2.91325 0.6 -0.2 -0.2
H 0.19967 -4.97504 -1.86522 -0.6 0.1 0.3
C -3.75918 8.26385 -0.69241 0.8 -1.1 0.3
O -4.58447 7.25611 -1.26132 -1.3 -2.3 -0.4
P -4.33172 5.70050 -0.78904 -0.1 2.0 -0.2
O -2.95879 5.26844 -1.14882 -1.3 -0.4 0.8
O -5.58794 4.90185 -1.44697 1.6 0.8 1.0
C -5.53123 3.44563 -1.42900 -1.1 0.2 -1.0
O -4.65529 5.84119 0.80338 0.9 -1.1 -1.9
C -5.90397 6.41479 1.19558 0.1 -0.4 0.7
H -3.03386 8.51700 -1.46567 -0.3 0.8 0.1
H -3.16994 7.79364 0.09486 0.1 0.4 0.3
H -4.39715 9.03699 -0.26421 0.3 0.2 -0.4
H -5.24539 3.12319 -2.43021 0.8 -0.1 0.3
H -6.57808 3.14304 -1.40358 0.0 0.0 0.6
H -4.96147 3.00544 -0.61064 0.1 0.2 -0.2
H -6.33294 5.69701 1.89478 -0.2 0.1 0.0
H -6.59809 6.56309 0.36835 0.2 0.3 0.0
H -5.62992 7.31199 1.75058 -0.5 0.2 -0.2
C 8.93254 -0.68470 -3.60517 1.7 -0.9 -1.3
O 7.77912 -0.21536 -3.02291 -1.4 1.0 1.6
P 6.40858 -1.00188 -2.98122 0.6 -2.2 -1.9
O 5.22380 -0.20765 -2.67481 0.2 0.3 0.8
O 6.36098 -1.61268 -4.47596 -0.6 -0.3 1.0
C 6.16757 -0.78616 -5.67936 0.3 -0.7 2.0
O 6.74896 -2.36210 -2.14349 -0.4 1.6 -1.4
C 6.66844 -2.33317 -0.72728 -1.0 -0.1 0.9
H 9.42997 0.18166 -4.04116 0.1 -0.2 -0.2
H 8.73584 -1.46194 -4.34363 -0.3 0.4 -0.5
H 9.65234 -1.22135 -2.98712 -0.2 0.4 1.0
H 6.99980 -1.20170 -6.24753 -0.5 0.8 -0.8
H 6.23054 0.25489 -5.36255 0.4 0.1 -0.5
H 5.15953 -0.93633 -6.06589 0.3 -0.4 -0.2
H 6.25431 -1.40679 -0.32927 0.4 0.4 -0.2
H 7.62243 -2.56936 -0.25589 0.0 0.1 -0.3
H 5.89859 -3.04365 -0.42622 0.3 -0.4 0.0
```
Forces are in eV/Å.

Results
E_tot: -4855.89874 hartree
E_LUMO: -3.71 eV
HOMO level: -0.241 Ha
Orbital gap: 0.1044 hartree

Record 4
8 unconnected molecules or ions with the total composition C11H38O8 in a non-equilibrium geometry, computed with ωB97M-V/def2-TZVPD.

XYZ file:
```
57
Properties=species:S:1:pos:R:3:forces:R:3
C 1.52457 4.12992 -1.48736 -0.9 0.3 -0.1
C 0.11508 4.60370 -1.11291 0.8 0.8 -2.9
O -0.08183 4.55924 0.23602 -0.5 -0.4 2.1
H 1.63195 3.08963 -1.18018 0.4 0.1 0.0
H 2.22850 4.80982 -1.00744 0.3 -0.3 0.1
H 1.67150 4.18371 -2.56608 0.1 0.0 0.0
H -0.62694 4.08244 -1.71773 -0.2 -0.4 0.6
H -0.03753 5.65962 -1.33616 0.2 0.2 -0.9
H 0.49609 5.26618 0.53241 -0.1 -0.1 0.8
C -2.79575 0.02802 4.21241 -0.6 -0.7 1.7
C -1.28920 0.16040 3.96855 -1.7 0.5 0.8
O -1.13705 -0.06525 2.61238 1.1 0.1 -1.2
H -3.17413 -0.98508 4.34867 0.3 -0.3 -0.1
H -3.44350 0.44750 3.44265 0.6 0.3 -0.3
H -3.06024 0.53882 5.13827 -0.1 0.1 0.2
H -0.58647 -0.47819 4.50379 -0.5 -0.4 0.4
H -1.10163 1.16561 4.34601 0.7 0.4 -0.7
H -0.93716 0.77357 2.19046 0.3 0.5 -0.4
C 0.47684 -1.13928 -0.19137 2.3 -2.2 -0.6
C -0.09490 0.12800 -0.60152 -1.7 0.9 -0.4
O -0.21151 0.18424 -2.07654 0.4 0.3 1.6
H 0.04707 -1.97502 -0.74359 -0.5 -0.1 0.3
H 0.59196 -1.39724 0.86139 -0.6 0.4 0.1
H 1.49211 -1.14218 -0.58801 0.4 -0.1 0.1
H 0.50454 0.95591 -0.22295 0.0 0.2 -0.6
H -1.07157 0.21899 -0.12617 -0.4 0.4 -0.4
H -1.06335 -0.16634 -2.34685 -0.4 0.0 0.0
C -2.73993 -2.24541 -2.28968 -0.7 0.6 0.7
O -2.99151 -0.86799 -2.77872 0.8 -1.9 0.0
H -3.17578 -3.11371 -2.78383 -0.4 0.6 -1.1
H -1.67107 -2.45679 -2.25873 0.0 0.6 0.0
H -3.18251 -2.36091 -1.30030 0.5 0.3 0.4
H -3.88018 -0.58660 -2.54917 0.0 -0.2 0.1
C -0.62909 -3.42857 3.10381 0.8 0.3 -0.9
O -1.68282 -2.78945 2.42821 -0.9 -0.6 0.3
H -0.46176 -3.10449 4.13098 -0.4 -0.1 0.2
H -0.73283 -4.50985 3.01338 -0.3 0.1 0.3
H 0.27813 -3.17507 2.55537 0.5 -0.1 0.1
H -1.61825 -1.84107 2.56240 0.2 0.3 -0.2
C 1.35997 2.31080 2.06938 0.8 -0.8 -0.3
O -0.01150 2.48391 1.87854 -0.6 -0.1 0.9
H 1.62067 2.09391 3.10529 -0.3 -0.1 0.1
H 1.64207 1.47353 1.43103 0.6 -0.2 0.2
H 1.98775 3.14898 1.76695 -0.3 0.3 -0.1
H -0.11265 3.16783 1.21250 -0.3 0.5 -0.4
C 2.71795 1.04746 -3.68044 0.2 -0.3 1.2
O 2.30144 0.96944 -2.30187 1.1 0.7 -0.7
H 3.80622 1.08142 -3.73160 0.1 -0.3 0.3
H 2.35718 0.12718 -4.13981 0.0 0.3 -0.7
H 2.42472 1.97747 -4.16747 -0.6 -0.1 -0.1
H 1.37180 0.73158 -2.33023 -0.4 -0.1 -0.1
C 1.71609 -4.85016 -2.07546 0.6 0.6 0.0
O 2.57942 -3.98399 -2.86682 -0.4 -1.0 0.8
H 0.84872 -4.29970 -1.71109 -0.2 -0.1 -0.2
H 1.43431 -5.79224 -2.54576 -0.2 0.2 -0.6
H 2.25635 -5.17513 -1.18630 0.4 0.4 -0.1
H 2.11952 -3.66939 -3.64856 -0.2 -0.1 0.1
```
Forces are in eV/Å.

Results
E_tot: -1043.65850 hartree
ΔE to the lowest compared entry with this formula, charge and spin: 340.75 kJ/mol
E_LUMO: 0.60 eV
HOMO level: -0.353 Ha
Orbital gap: 0.3755 hartree
Structure (SMILES): CCO.CCO.CCO.CO.CO.CO.CO.CO